Below is 13 unconnected molecules or ions with the total composition C6H38NO12S, with properties calculated with wB97M-V/def2-TZVPD.

```
58
C6H38NO12S, DFT wB97M-V/def2-TZVPD
C -1.45651 0.52065 -0.49253
N -1.77929 -0.49008 0.48737
C -0.74357 -1.28431 1.14460
C -1.22880 -2.48678 1.98379
S -1.40859 -4.10905 1.32756
C 0.40673 -1.76702 0.21500
C -2.60469 1.03537 -1.43263
C -3.36952 -0.10681 -2.07877
H -0.79364 0.11685 -1.26221
H -1.04745 1.44211 -0.06494
H -2.54998 -1.14917 0.22705
H -0.35563 -0.55962 1.90745
H -2.19699 -2.18375 2.49346
H -0.55105 -2.72591 2.84752
H 0.25859 -2.61339 -0.50906
H 0.82233 -0.94816 -0.36889
H 1.19320 -1.98157 0.96974
H -3.20834 1.61023 -0.78166
H -2.18047 1.71186 -2.18259
H -3.67438 0.12093 -3.09141
H -4.31406 -0.31283 -1.56501
H -2.88352 -1.03714 -2.11389
H -4.04981 0.19310 2.89144
H -3.65187 1.54851 3.71210
O -4.30425 0.88670 3.48742
H -0.98200 2.21298 3.15360
H -1.99711 3.03633 3.90976
O -1.72217 2.12316 3.75339
H 0.34004 4.28327 -1.61813
H 1.25929 3.19185 -0.73190
O 0.49438 3.92432 -0.75029
H 0.27767 3.95982 1.41251
H 1.35918 3.51614 2.38979
O 0.47103 3.86823 2.35512
H 3.56565 -0.10312 -2.34322
H -0.35859 -0.48232 -2.32157
O 3.28739 0.74217 -2.70144
H 3.21346 -1.35263 1.14919
H 3.03351 -2.70652 1.93032
O 3.66658 -2.21132 1.39304
H 2.72584 1.05840 -1.95916
H 3.06421 2.48691 -0.33465
O 2.22920 2.16613 -0.69309
H -1.83340 -3.90488 0.06267
H 1.46170 -3.21991 -2.89950
O 2.38372 -2.94892 -2.95566
H 4.32269 1.99816 1.40859
H 4.66471 0.47314 1.15861
O 5.02504 1.36063 1.41662
H -1.83910 -2.20267 -3.33427
H -1.55069 -2.49707 -1.87802
O -1.97095 -2.88687 -2.65013
H 0.75080 -0.55326 -3.49385
H 2.33226 -1.99865 -2.83753
O 0.17688 -1.05699 -2.91460
H 2.37173 0.89189 0.20097
H 2.62536 0.95112 1.87895
O 2.82325 0.44980 1.09293
```

Output
- LUMO level: 2.403 eV
- Charge: -1
- Frontier orbital gap: 0.3362 Eh


Below is 13 unconnected molecules or ions with the total composition C6H39N2O12, with properties calculated with wB97M-V/def2-TZVPD.

```
59
C6H39N2O12, DFT wB97M-V/def2-TZVPD
C 2.04871 -2.39589 -0.82646
C 0.68169 -3.07772 -1.04443
C -0.14002 -2.07401 -1.88189
C -1.08930 -1.27699 -1.40083
N -1.51534 -0.11621 -1.98212
C -2.65826 0.65002 -1.55034
C -3.99652 0.11266 -2.07059
N 1.88843 -1.32501 0.18185
H 2.26550 -2.03075 -1.84373
H 2.83097 -3.11341 -0.53308
H 0.71716 -4.09021 -1.42929
H 0.19079 -3.03446 -0.06971
H 0.30050 -1.90064 -2.88098
H -1.39564 -1.41229 -0.36905
H -1.13393 0.02076 -2.90233
H -2.54523 1.68947 -1.86846
H -2.72605 0.73200 -0.46233
H -4.47856 -0.57437 -1.36360
H -4.72187 0.93813 -2.11775
H -3.89510 -0.34938 -3.05173
H 1.58420 -1.76018 1.10138
H 1.01387 -0.74159 -0.00182
H 2.73338 -0.78699 0.32111
H -1.95834 -1.26142 2.78711
H -2.25672 -2.74985 2.47347
O -1.72200 -2.18090 3.07678
H 0.99778 -0.47368 3.88530
H 1.31298 0.54523 2.69343
O 0.65080 0.17883 3.29650
H 3.05125 3.32803 -1.56372
H 3.82962 3.60350 -0.29855
O 2.97491 3.79707 -0.68544
H 1.94456 1.93944 -2.93198
H 3.21627 2.74385 -3.65862
O 2.81595 2.36924 -2.85779
H 3.62330 1.38170 1.59706
H 2.13494 1.81930 1.47346
O 2.71829 1.13678 1.80826
H 0.06513 3.97926 0.87018
H 1.66154 3.95920 0.51552
O 0.90962 3.57277 1.02368
H -2.38485 -4.12078 0.21946
H -1.96306 -5.03360 1.29181
O -2.37634 -4.17423 1.17676
H 0.49431 1.19820 -4.55407
H 0.16361 2.59413 -3.81917
O 0.32799 1.65770 -3.72350
H -0.41957 3.11154 2.70575
H -0.95989 2.45084 3.83851
O -1.22747 3.16107 3.24685
H -2.53677 1.14998 3.04432
H -1.07200 0.66724 2.52252
O -2.01308 0.48207 2.58536
H 0.11794 0.92076 -1.39433
H 0.16493 1.61962 -0.04834
O 0.29393 0.75464 -0.46037
H -0.28818 -2.41053 2.59729
H 1.08093 -3.16729 2.99997
O 0.66832 -2.63265 2.31273
```

Output
- LUMO level: -2.670 eV
- Charge: +1
- Frontier orbital gap: 0.2948 Eh


Below is 13 unconnected molecules or ions with the total composition C6H39N2O12, with properties calculated with wB97M-V/def2-TZVPD.

```
59
C6H39N2O12, DFT wB97M-V/def2-TZVPD
C -1.77806 0.33184 -1.52426
C -0.42106 0.27979 -0.84380
C -0.54947 0.16879 0.67836
C 0.73560 -0.28963 1.31243
C 0.97319 -1.58056 1.61352
C 1.66302 1.24756 2.92019
N 1.71390 0.76557 1.51090
N 0.30960 1.58500 -1.16633
H -2.27917 -0.61865 -1.45818
H -2.48290 1.09581 -1.15087
H -1.65724 0.46296 -2.59793
H 0.15803 -0.53003 -1.20720
H -0.84482 1.13263 1.10617
H -1.42025 -0.58151 0.95823
H 1.92217 -1.95595 2.09706
H 0.26410 -2.36374 1.41510
H 0.69562 1.60882 3.14333
H 2.38933 2.12751 3.03530
H 2.00660 0.44560 3.66792
H 2.66138 0.44881 1.31181
H 0.79540 1.52918 -2.12142
H 1.02014 1.73018 -0.45098
H -0.37133 2.39485 -1.11014
H -0.11381 3.67946 0.50819
H 1.05071 3.07211 1.43728
O 0.91966 3.62941 0.67961
H 3.13774 -3.66810 -0.26783
H 2.27491 -2.57583 -0.78280
O 2.34885 -3.13194 -0.05679
H -1.33587 -3.47686 -0.40783
H -2.71696 -3.60416 -1.11553
O -2.08651 -2.96712 -0.83539
H -4.18849 -1.61918 1.01122
H -3.02015 -1.79818 0.09538
O -3.55449 -1.16300 0.54011
H -1.12805 -2.33749 -2.13620
H -0.71741 -2.59055 -3.58486
O -0.58374 -2.00847 -2.85761
H -2.26546 4.01504 -0.07464
H -2.22368 2.53586 0.47044
O -1.68015 3.24021 0.02538
H 1.09296 -1.88125 -2.51689
H 2.16232 -0.82301 -2.40611
O 2.01317 -1.72452 -2.30721
H -2.72027 1.22390 2.12228
H -3.33592 0.45254 0.94709
O -3.13798 1.38582 1.27682
H 2.85569 1.89619 -2.04740
H 2.88608 1.41761 -3.57623
O 2.45999 1.20576 -2.73486
H -2.11189 0.58049 4.26062
H -1.15012 -0.16060 3.36628
O -1.68780 0.68784 3.42878
H 0.81415 -3.86722 0.04108
H 0.05533 -5.08807 0.70148
O -0.02898 -4.33970 0.12831
H 2.28197 3.40290 -0.40106
H 3.83778 3.37438 -0.53714
O 2.99519 3.12479 -0.92410
```

Output
- LUMO level: -2.128 eV
- Charge: +1
- Frontier orbital gap: 0.3633 Eh


Total energy in a.u., matching the order above: -1607.2216 -1264.1754 -1264.2152
Max |F| in eV/A, matching the order above: 3.16 2.45 3.80
Energy relative to the best compared isomer or geometry (same formula, charge and spin) in kcal/mol, matching the order above: 44.5 50.0 25.1